(1)
Molecular formula: C3H3LiO3Tl
Method: DFT, ωB97M-V with the def2-TZVPD basis set

Multiplicity: 2
Total energy in eV: -14198.547
Charge: 0
Largest force on an atom in eV/A: 3.96
E_HOMO (alpha / beta) in eV: -3.697 / -8.979
Gap between HOMO and LUMO (alpha / beta) in eV: 2.61 / 7.76
Energy above the lowest of the compared OMol25 structures with the same formula, charge and spin in eV: 0.864

XYZ file:
```
11
Properties=species:S:1:pos:R:3:mulliken_charge:R:1
C -0.038 0.418 -0.453 -0.1463
C 0.316 -0.822 -1.159 -0.3371
O 1.335 0.079 -0.743 -0.5728
C -0.222 0.632 1.204 0.7729
O 0.733 0.277 1.900 -0.7268
O -1.387 0.871 1.538 -0.5286
Tl -3.285 0.251 0.697 -0.1981
H -0.355 1.273 -1.063 0.3538
H 0.217 -0.895 -2.245 0.2558
H 0.294 -1.776 -0.622 0.2085
Li 2.392 -0.309 0.946 0.9187
```


(2)
Molecular formula: C3H3LiO3V
Method: DFT, ωB97M-V with the def2-TZVPD basis set

Multiplicity: 5
Total energy in eV: -35183.662
Charge: +1
Largest force on an atom in eV/A: 1.71
E_HOMO (alpha / beta) in eV: -11.310 / -13.049
Gap between HOMO and LUMO (alpha / beta) in eV: 7.34 / 8.77
Energy above the lowest of the compared OMol25 structures with the same formula, charge and spin in eV: 1.807

XYZ file:
```
11
Properties=species:S:1:pos:R:3:nbo_charge:R:1
O -0.126 -1.388 0.569 -0.6352
V 2.166 0.264 -0.154 0.7504
C -1.302 -1.834 0.034 0.4673
C 0.044 0.041 0.212 -0.0243
O -1.742 -1.012 -0.862 -0.4543
C -0.878 0.170 -0.976 -0.1948
H -0.374 0.096 -1.946 0.2156
H -1.503 1.068 -0.934 0.2376
H 0.088 1.438 1.620 0.5087
Li -0.663 -0.840 2.539 0.9627
O -0.483 0.705 1.369 -0.8338
```


(3)
Molecular formula: C3H3LiO5Tl
Method: DFT, ωB97M-V with the def2-TZVPD basis set

Total energy in eV: -18281.385
Charge: +1
Largest force on an atom in eV/A: 7.80
E_HOMO in eV: -12.459
Gap between HOMO and LUMO in eV: 8.01
Energy above the lowest of the compared OMol25 structures with the same formula, charge and spin in eV: 0.114

XYZ file:
```
13
Properties=species:S:1:pos:R:3:nbo_charge:R:1
O -1.188 -0.278 -0.805 -0.3158
C -0.287 0.493 -0.149 0.3755
O 1.259 0.185 -1.101 -0.5666
C 1.689 -0.540 -0.134 0.9921
C 0.487 0.872 1.124 -0.0883
O 1.734 0.186 0.981 -0.5366
O 0.969 -1.568 0.050 -0.7642
Tl 0.691 -4.075 0.223 0.9712
H -0.919 1.400 -0.062 0.1538
H 0.645 1.954 1.162 0.2341
H -0.104 0.554 1.988 0.2195
Li -3.268 0.670 -1.205 0.9654
O -1.708 0.146 -2.071 -0.6402
```


(4)
Molecular formula: C3H3LuO3
Method: DFT, ωB97M-V with the def2-TZVPD basis set

Total energy in eV: -42860.744
Charge: +4
Largest force on an atom in eV/A: 8.38
E_HOMO (alpha / beta) in eV: -26.067 / -26.070
Gap between HOMO and LUMO (alpha / beta) in eV: 4.43 / 4.44
Energy above the lowest of the compared OMol25 structures with the same formula, charge and spin in eV: 6.826

XYZ file:
```
10
Properties=species:S:1:pos:R:3:nbo_charge:R:1
C 1.005 -0.195 -0.227 0.4326
C 0.737 0.261 -1.495 -0.0135
O 1.854 -0.690 0.498 -0.4136
H 0.616 -0.489 -2.285 0.3674
H 1.116 1.256 -1.762 0.3673
H 1.557 -0.991 1.388 0.5638
O -1.231 0.616 -0.908 -0.3793
C -1.146 0.250 0.251 1.0391
Lu -2.795 -0.257 3.251 2.8873
O -1.712 0.239 1.291 -0.8511
```


(5)
Molecular formula: C3H3MgO2
Method: DFT, ωB97M-V with the def2-TZVPD basis set

Multiplicity: 2
Total energy in eV: -12677.193
Charge: +2
Largest force on an atom in eV/A: 4.54
E_HOMO (alpha / beta) in eV: -17.859 / -19.642
Gap between HOMO and LUMO (alpha / beta) in eV: 5.59 / 7.38
Energy above the lowest of the compared OMol25 structures with the same formula, charge and spin in eV: 1.004

XYZ file:
```
9
Properties=species:S:1:pos:R:3:nbo_charge:R:1
O -0.825 0.787 0.790 -0.4845
C -0.407 0.088 -0.190 0.7504
C -1.690 -0.431 -0.681 -0.1836
C -2.585 -0.015 0.331 0.1033
H -1.882 -0.787 -1.693 0.2721
H -3.047 -0.767 0.976 0.2701
H -3.043 0.977 0.308 0.2741
O 0.751 -0.235 -0.482 -0.9393
Mg 2.520 -0.390 0.202 1.9373
```


(6)
Molecular formula: C3H3MnO3
Method: DFT, ωB97M-V with the def2-TZVPD basis set

Multiplicity: 7
Total energy in eV: -40614.068
Charge: 0
Largest force on an atom in eV/A: 3.13
E_HOMO (alpha / beta) in eV: -7.559 / -8.065
Gap between HOMO and LUMO (alpha / beta) in eV: 6.97 / 7.48
Energy above the lowest of the compared OMol25 structures with the same formula, charge and spin in eV: 4.211

XYZ file:
```
10
Properties=species:S:1:pos:R:3:nbo_charge:R:1
H 2.355 -2.021 -0.992 -0.5853
O -0.561 -1.753 0.823 -0.8540
C -1.212 -0.677 1.095 0.1030
C -1.006 0.518 0.419 -0.0474
O -0.084 0.354 -0.718 -0.6738
C 0.142 1.613 -0.194 0.6450
O 1.072 2.165 -0.942 -0.6698
Mn 0.856 -1.452 -0.492 1.3822
H -2.046 -0.730 1.808 0.1750
H 1.802 2.481 -0.395 0.5252
```


(7)
Molecular formula: C3H3N2
Method: DFT, ωB97M-V with the def2-TZVPD basis set

Total energy in eV: -6124.077
Charge: +1
Largest force on an atom in eV/A: 2.58
E_HOMO (alpha / beta) in eV: -14.556 / -14.828
Gap between HOMO and LUMO (alpha / beta) in eV: 6.84 / 7.42
Energy above the lowest of the compared OMol25 structures with the same formula, charge and spin in eV: 5.501

XYZ file:
```
8
Properties=species:S:1:pos:R:3:nbo_charge:R:1
C 1.553 0.996 -0.246 0.0664
C 1.575 -0.032 -1.121 0.4596
C -0.492 0.005 0.371 0.3205
N 0.538 0.734 0.606 -0.5773
N 0.761 -0.769 -1.569 -0.4485
H -1.235 -0.234 1.123 0.2170
H 0.527 1.378 1.420 0.4794
H 0.394 -1.223 -2.390 0.4829
```


(8)
Molecular formula: C3H3N2O2
Method: DFT, ωB97M-V with the def2-TZVPD basis set

Total energy in eV: -10234.714
Charge: -1
Structure (SMILES): O=c1[nH]cc([O-])[nH]1
Largest force on an atom in eV/A: 6.00
E_HOMO in eV: -1.857
Gap between HOMO and LUMO in eV: 6.06
Energy above the lowest of the compared OMol25 structures with the same formula, charge and spin in eV: 1.313

XYZ file:
```
10
Properties=species:S:1:pos:R:3:nbo_charge:R:1
O 1.982 -1.370 -0.048 -0.7385
C 1.005 -0.598 -0.055 0.7404
N 0.961 0.762 -0.072 -0.6391
C -0.380 1.276 -0.363 -0.5344
C -1.303 -0.132 0.062 0.6224
O -2.535 -0.199 0.070 -0.7055
N -0.325 -1.088 0.058 -0.6761
H 1.837 1.165 0.167 0.3931
H -0.732 2.253 0.255 0.1435
H -0.509 -2.070 -0.074 0.3943
```


(9)
Molecular formula: C3H3N2OP
Method: DFT, ωB97M-V with the def2-TZVPD basis set

Total energy in eV: -17472.193
Charge: 0
Structure (SMILES): CP(=O)(C#N)C#N
Largest force on an atom in eV/A: 7.92
E_HOMO in eV: -10.396
Gap between HOMO and LUMO in eV: 9.49
Energy above the lowest of the compared OMol25 structures with the same formula, charge and spin in eV: 3.174

XYZ file:
```
10
Properties=species:S:1:pos:R:3:nbo_charge:R:1
C 0.127 0.141 -0.190 -0.9704
P 1.372 -1.128 0.017 1.5310
O 2.801 -1.024 -1.241 -0.8541
C 0.787 -2.842 -0.061 -0.0800
N 0.437 -3.914 -0.060 -0.1930
C 1.896 -1.126 1.753 -0.1047
N 2.251 -1.381 2.819 -0.1819
H -0.629 -0.145 -0.808 0.2755
H -0.527 0.162 0.694 0.2736
H 0.732 1.083 -0.411 0.3040
```


(10)
Molecular formula: C3H3N2OS
Method: DFT, ωB97M-V with the def2-TZVPD basis set

Total energy in eV: -19010.136
Charge: +1
Structure (SMILES): O=[n+]1ncccs1
Largest force on an atom in eV/A: 5.59
E_HOMO (alpha / beta) in eV: -15.251 / -15.245
Gap between HOMO and LUMO (alpha / beta) in eV: 7.84 / 7.84
Energy above the lowest of the compared OMol25 structures with the same formula, charge and spin in eV: 4.818

XYZ file:
```
10
Properties=species:S:1:pos:R:3:nbo_charge:R:1
O -2.299 -1.365 -3.175 -0.2205
N -1.628 -0.938 -2.148 0.2233
N -0.362 -0.910 -2.192 -0.2063
C 0.439 -0.511 -1.214 0.1784
C -0.035 0.020 0.022 -0.2976
C -1.370 0.222 0.278 -0.2814
S -2.644 -0.341 -0.702 0.7227
H 1.607 -0.463 -1.451 0.2901
H 0.623 0.342 0.882 0.2927
H -1.828 0.751 1.151 0.2987
```


(11)
Molecular formula: C3H3N2OS2
Method: DFT, ωB97M-V with the def2-TZVPD basis set

Total energy in eV: -29859.283
Charge: -1
Structure (SMILES): N#CNCSC([O-])=S
Largest force on an atom in eV/A: 3.14
E_HOMO in eV: -4.306
Gap between HOMO and LUMO in eV: 7.64
Energy above the lowest of the compared OMol25 structures with the same formula, charge and spin in eV: 0.000

XYZ file:
```
11
Properties=species:S:1:pos:R:3:nbo_charge:R:1
N 1.962 2.224 0.738 -0.4446
C 1.460 1.169 0.639 0.4453
N 1.002 -0.062 0.602 -0.6838
C 0.783 -0.675 -0.637 -0.2907
S -0.788 0.086 -1.433 0.0211
C -2.073 -0.014 -0.117 0.1858
O -2.997 0.767 -0.235 -0.6359
S -1.851 -1.140 1.087 -0.4502
H 0.215 -0.227 1.144 0.4298
H 1.609 -0.393 -1.264 0.2034
H 0.678 -1.733 -0.523 0.2198
```


(12)
Molecular formula: C3H3N3
Method: DFT, ωB97M-V with the def2-TZVPD basis set

Multiplicity: 3
Total energy in eV: -7622.479
Charge: 0
Largest force on an atom in eV/A: 3.69
E_HOMO (alpha / beta) in eV: -6.374 / -12.290
Gap between HOMO and LUMO (alpha / beta) in eV: 6.82 / 7.95
Energy above the lowest of the compared OMol25 structures with the same formula, charge and spin in eV: 2.741

XYZ file:
```
9
Properties=species:S:1:pos:R:3:nbo_charge:R:1
C -1.160 1.129 -0.024 0.3942
C -1.129 -1.209 0.063 0.3983
C 1.237 0.050 -0.018 -0.6888
N -1.540 2.213 -0.034 -0.2051
N -1.689 -2.218 -0.099 -0.2006
N -0.606 -0.021 0.026 -0.2815
H 1.672 -0.734 0.487 0.1895
H 1.612 -0.110 -0.948 0.1947
H 1.604 0.899 0.546 0.1993
```


(13)
Molecular formula: C3H3N3O
Method: DFT, ωB97M-V with the def2-TZVPD basis set

Total energy in eV: -9674.556
Charge: 0
Structure (SMILES): N#CN/N=C\C=O
Largest force on an atom in eV/A: 1.07
E_HOMO in eV: -9.858
Gap between HOMO and LUMO in eV: 9.36
Energy above the lowest of the compared OMol25 structures with the same formula, charge and spin in eV: 2.898

XYZ file:
```
10
Properties=species:S:1:pos:R:3:nbo_charge:R:1
N -0.496 2.290 -0.329 -0.3369
C -0.954 1.231 -0.461 0.3903
N -1.376 -0.043 -0.514 -0.4808
N -0.907 -0.959 0.408 -0.1598
C 0.332 -0.896 0.711 -0.0633
C 1.414 -0.116 0.010 0.3576
O 1.418 0.039 -1.187 -0.4698
H -2.334 -0.211 -0.779 0.4171
H 0.653 -1.577 1.499 0.2106
H 2.250 0.242 0.642 0.1349
```


(14)
Molecular formula: C3H3N3O
Method: DFT, ωB97M-V with the def2-TZVPD basis set

Total energy in eV: -9676.428
Charge: 0
Structure (SMILES): O=c1nc[nH]cn1
Largest force on an atom in eV/A: 5.07
E_HOMO in eV: -9.714
Gap between HOMO and LUMO in eV: 9.89
Energy above the lowest of the compared OMol25 structures with the same formula, charge and spin in eV: 1.026

XYZ file:
```
10
Properties=species:S:1:pos:R:3:nbo_charge:R:1
O 2.728 -0.028 0.016 -0.5226
C 1.566 0.056 0.070 0.6951
N 0.853 1.239 -0.044 -0.4821
C -0.412 1.154 -0.041 0.2951
N -1.146 -0.039 0.054 -0.5998
C -0.416 -1.155 -0.033 0.2639
N 0.918 -1.279 -0.082 -0.4665
H -0.885 2.154 -0.074 0.2045
H -2.187 -0.095 0.064 0.4344
H -1.018 -2.007 0.070 0.1780
```


(15)
Molecular formula: C3H3N3O
Method: DFT, ωB97M-V with the def2-TZVPD basis set

Total energy in eV: -9674.220
Charge: 0
Structure (SMILES): Oc1ccnnn1
Largest force on an atom in eV/A: 4.33
E_HOMO in eV: -9.171
Gap between HOMO and LUMO in eV: 9.36
Energy above the lowest of the compared OMol25 structures with the same formula, charge and spin in eV: 3.235

XYZ file:
```
10
Properties=species:S:1:pos:R:3:nbo_charge:R:1
O 2.177 -0.138 -0.049 -0.6830
C 0.786 -0.310 0.064 0.5215
C -0.015 0.898 -0.060 -0.3139
C -1.315 0.751 0.069 0.0041
N -1.863 -0.556 -0.070 -0.2037
N -1.086 -1.517 -0.098 0.0030
N 0.237 -1.545 0.168 -0.3065
H 2.743 -1.054 -0.226 0.5178
H 0.372 1.997 0.076 0.2511
H -2.036 1.474 0.127 0.2096
```


(16)
Molecular formula: C3H3N3O
Method: DFT, ωB97M-V with the def2-TZVPD basis set

Total energy in eV: -9676.509
Charge: 0
Structure (SMILES): O=c1nccn[nH]1
Largest force on an atom in eV/A: 0.37
E_HOMO in eV: -9.925
Gap between HOMO and LUMO in eV: 9.47
Energy above the lowest of the compared OMol25 structures with the same formula, charge and spin in eV: 0.945

XYZ file:
```
10
Properties=species:S:1:pos:R:3:nbo_charge:R:1
O 2.305 -1.125 -0.081 -0.5739
C 1.202 -0.662 0.058 0.7100
N 0.018 -1.406 0.017 -0.4292
C -1.084 -0.751 -0.121 0.0904
C -1.154 0.685 -0.140 -0.0978
N -0.096 1.392 0.115 -0.1297
N 1.026 0.704 0.290 -0.3983
H -2.006 -1.325 -0.202 0.2004
H -2.073 1.224 -0.344 0.2150
H 1.862 1.264 0.409 0.4130
```


(17)
Molecular formula: C3H3N3O
Method: DFT, ωB97M-V with the def2-TZVPD basis set

Total energy in eV: -9672.802
Charge: 0
Largest force on an atom in eV/A: 2.83
E_HOMO in eV: -8.888
Gap between HOMO and LUMO in eV: 8.30
Energy above the lowest of the compared OMol25 structures with the same formula, charge and spin in eV: 4.652

XYZ file:
```
10
Properties=species:S:1:pos:R:3:nbo_charge:R:1
O -0.046 -1.796 -0.592 -0.6273
C -0.217 -0.584 -0.073 0.4843
C 0.227 -0.376 1.224 -0.2733
N 0.392 0.915 1.579 -0.0948
N 0.460 1.785 0.726 -0.1275
C 0.045 1.101 -0.853 0.1572
N -0.944 0.282 -0.905 -0.4383
H -0.669 -1.897 -1.328 0.4940
H 0.463 -1.184 1.903 0.2372
H 0.290 1.754 -1.682 0.1885
```


(18)
Molecular formula: C3H3N3O
Method: DFT, ωB97M-V with the def2-TZVPD basis set

Total energy in eV: -9675.407
Charge: 0
Structure (SMILES): [H]/N=N/C=C\N=C=O
Largest force on an atom in eV/A: 0.90
E_HOMO in eV: -9.458
Gap between HOMO and LUMO in eV: 9.19
Energy above the lowest of the compared OMol25 structures with the same formula, charge and spin in eV: 2.048

XYZ file:
```
10
Properties=species:S:1:pos:R:3:nbo_charge:R:1
H -0.491 -1.749 -2.080 0.3166
N -0.224 -0.753 -2.066 -0.3128
N -0.137 -0.458 -0.864 -0.1867
C 0.232 0.860 -0.573 -0.1549
C 0.335 1.151 0.734 0.0512
N 0.096 0.230 1.745 -0.5872
C -0.260 -0.939 1.641 0.9218
O -0.598 -2.049 1.754 -0.4743
H 0.422 1.572 -1.370 0.2114
H 0.623 2.137 1.079 0.2150
```


(19)
Molecular formula: C3H3N3O
Method: DFT, ωB97M-V with the def2-TZVPD basis set

Total energy in eV: -9674.272
Charge: 0
Largest force on an atom in eV/A: 1.12
E_HOMO in eV: -9.256
Gap between HOMO and LUMO in eV: 8.54
Energy above the lowest of the compared OMol25 structures with the same formula, charge and spin in eV: 3.182

XYZ file:
```
10
Properties=species:S:1:pos:R:3:nbo_charge:R:1
O -1.809 0.215 1.708 -0.5699
C -0.971 0.208 0.839 0.7225
N -0.192 -0.919 0.601 -0.4625
N 0.794 -0.905 -0.393 -0.3331
C 1.079 0.084 -1.188 -0.0320
C 0.207 1.230 -0.889 0.0566
N -0.703 1.323 0.012 -0.4150
H -0.296 -1.721 1.210 0.4219
H 1.484 -1.630 -0.414 0.4194
H 0.407 2.115 -1.486 0.1921
```


(20)
Molecular formula: C3H3N3O
Method: DFT, ωB97M-V with the def2-TZVPD basis set

Total energy in eV: -9676.665
Charge: 0
Structure (SMILES): N=C=CC=O.N#N
Largest force on an atom in eV/A: 1.94
E_HOMO in eV: -9.684
Gap between HOMO and LUMO in eV: 10.19
Energy above the lowest of the compared OMol25 structures with the same formula, charge and spin in eV: 0.789

XYZ file:
```
10
Properties=species:S:1:pos:R:3:nbo_charge:R:1
N -0.707 1.552 -1.246 -0.5962
C -0.345 1.091 -0.186 0.5311
C -0.046 0.630 1.023 -0.5787
C -0.341 -0.754 1.403 0.4065
O -0.797 -1.603 0.663 -0.5455
H -0.080 1.476 -2.045 0.4071
H 0.428 1.302 1.730 0.2565
H -0.105 -0.988 2.461 0.1184
N 0.978 -0.850 -2.125 -0.0450
N 1.015 -1.857 -1.679 0.0459
```